[1]
Entry from the Open Molecules 2025 dataset: 5 unconnected molecules or ions with the total composition C26H48N2O14P (ωB97M-V/def2-TZVPD).

Last column: Mulliken charge in e.
Cartesian coordinates (Å):
1 C 6.1182 3.4524 -1.2331  -1.461
2 C 5.1657 2.3034 -1.6080  -0.232
3 P 6.1141 0.7982 -2.0230  -0.467
4 C 7.3996 0.5132 -0.7352  -0.728
5 C 7.0415 0.7425 0.7528  -1.017
6 N 5.0452 -0.5138 -2.2238  -0.132
7 C 3.8963 -0.6557 -1.3182  1.321
8 C 2.7576 -1.4111 -2.0440  -1.307
9 C 1.3916 -0.7243 -1.9897  -0.703
10 C 1.0494 -0.1143 -0.6242  0.117
11 C -0.4410 -0.1667 -0.2486  -1.045
12 N -1.0748 1.1471 -0.2372  0.556
13 C -1.1209 1.9741 -1.3155  -0.552
14 C -1.8090 3.1169 -0.9433  -0.626
15 C -2.1768 2.9478 0.4122  -0.771
16 C -1.7120 1.7156 0.8308  -0.654
17 C 4.2905 -1.5249 -0.0778  0.128
18 O 3.3526 -1.8458 0.6861  -0.804
19 O 5.4806 -1.8580 0.0335  -0.716
20 H 5.6176 4.1300 -0.5445  0.325
21 H 7.0414 3.0971 -0.7849  0.382
22 H 6.3794 4.0396 -2.1106  0.365
23 H 4.6508 2.5947 -2.5221  0.460
24 H 4.3884 2.1982 -0.8440  0.339
25 H 7.8006 -0.4857 -0.8812  0.377
26 H 8.2054 1.1997 -0.9954  0.597
27 H 6.9861 -0.1958 1.2938  0.303
28 H 6.1353 1.3268 0.8928  0.219
29 H 7.8479 1.3107 1.2293  0.333
30 H 5.5382 -1.3941 -2.2816  0.409
31 H 3.5702 0.2985 -0.9174  -0.329
32 H 2.7020 -2.4384 -1.6959  0.269
33 H 3.0571 -1.4638 -3.0927  0.348
34 H 0.6338 -1.4873 -2.1967  0.461
35 H 1.2692 0.0100 -2.7882  0.173
36 H 1.6567 -0.5417 0.1717  0.323
37 H 1.3087 0.9474 -0.6591  0.118
38 H -0.5409 -0.6137 0.7371  0.373
39 H -1.0019 -0.8112 -0.9271  0.283
40 H -0.6545 1.6890 -2.2422  0.683
41 H -2.0110 3.9427 -1.6042  0.524
42 H -2.7252 3.6846 0.9738  0.454
43 H -1.8191 1.2701 1.8017  0.382
44 C -5.0812 1.0215 -0.4817  -0.477
45 O -6.1012 0.1669 0.0536  -0.338
46 C -6.1637 0.1529 1.3812  0.767
47 O -5.4628 0.7777 2.1331  -0.551
48 O -7.1447 -0.6786 1.7434  -0.333
49 C -7.3206 -0.7918 3.1562  -0.609
50 H -5.1447 0.9372 -1.5629  0.289
51 H -5.2584 2.0549 -0.1926  0.307
52 H -4.0899 0.7098 -0.1613  0.118
53 H -7.5811 0.1714 3.5906  0.273
54 H -6.4193 -1.1825 3.6254  0.315
55 H -8.1390 -1.4877 3.3170  0.210
56 C -9.8308 -2.6209 7.8367  -0.614
57 O -11.1026 -1.9780 7.7188  -0.316
58 C -11.3074 -1.3858 6.5435  0.822
59 O -10.5338 -1.3585 5.6232  -0.526
60 O -12.5174 -0.8282 6.5624  -0.325
61 C -12.8679 -0.1521 5.3526  -0.620
62 H -9.7991 -3.0558 8.8312  0.209
63 H -9.7282 -3.4084 7.0928  0.286
64 H -9.0240 -1.8984 7.7309  0.291
65 H -12.8803 -0.8460 4.5144  0.290
66 H -12.1749 0.6628 5.1532  0.292
67 H -13.8653 0.2497 5.5050  0.210
68 C 6.4588 -8.8686 -1.1820  -0.633
69 O 5.4522 -8.0391 -0.6147  -0.333
70 C 5.7759 -6.7305 -0.5879  0.745
71 O 6.8140 -6.2785 -0.9992  -0.553
72 O 4.7747 -6.0702 -0.0461  -0.347
73 C 4.9611 -4.6324 0.0606  -0.547
74 H 6.0773 -9.8863 -1.1439  0.209
75 H 6.6497 -8.5933 -2.2184  0.286
76 H 7.3818 -8.8073 -0.6069  0.285
77 H 5.0900 -4.1876 -0.9202  0.247
78 H 5.8157 -4.4032 0.6873  0.312
79 H 4.0643 -4.2323 0.5216  0.287
80 C 0.6036 6.7609 -6.2060  -0.630
81 O 1.4336 6.4288 -5.0949  -0.349
82 C 1.1063 5.2789 -4.4953  0.760
83 O 0.2025 4.5548 -4.8227  -0.554
84 O 1.9455 5.0837 -3.4867  -0.331
85 C 1.7111 3.8764 -2.7493  -0.442
86 H 0.9749 7.7053 -6.5945  0.214
87 H 0.6726 5.9987 -6.9800  0.291
88 H -0.4319 6.8804 -5.8917  0.294
89 H 1.8294 3.0051 -3.3916  0.305
90 H 0.7206 3.8850 -2.3001  0.237
91 H 2.4590 3.8400 -1.9625  0.196

Output
**Kohn-Sham gap**: 5.829 eV
**LUMO level**: 1.7 eV
**Electronic energy**: -68676.3089 eV
**Charge**: -1

=====

[2]
Entry from the Open Molecules 2025 dataset: 10 unconnected molecules or ions with the total composition C26H48N8O14S2 (ωB97M-V/def2-TZVPD).

Last column: Löwdin spin population.
Cartesian coordinates (Å):
1 O 1.1748 2.2396 -3.6829  0.002
2 C 0.4168 2.7135 -2.9174  0.000
3 N -0.8519 2.3206 -2.9129  0.001
4 C 0.7799 3.7119 -1.8227  0.000
5 H -1.5705 2.7676 -2.3616  0.000
6 H -0.9841 1.4075 -3.3238  0.000
7 H 0.5694 3.3376 -0.8208  0.000
8 H 0.0889 4.5203 -2.0618  0.000
9 H 1.8051 4.0504 -1.9728  0.000
10 O 3.3109 -2.5862 1.0737  0.000
11 C 3.0116 -3.7272 0.8033  0.000
12 N 2.6273 -3.9657 -0.4314  0.000
13 C 2.9863 -4.8724 1.7853  0.000
14 H 2.3727 -4.8747 -0.7906  0.000
15 H 2.5547 -3.1148 -0.9706  0.000
16 H 3.9662 -4.9756 2.2515  0.000
17 H 2.7818 -5.8206 1.2881  0.000
18 H 2.1540 -4.7411 2.4768  0.000
19 O -1.2970 -0.3833 5.5613  0.000
20 C -0.1275 -0.3259 5.4090  0.000
21 N 0.3799 -0.3427 4.1768  0.000
22 C 0.8572 -0.1143 6.6188  0.000
23 H 1.3055 0.0003 3.9632  0.000
24 H -0.2369 -0.5490 3.4041  0.000
25 H 1.6456 0.5841 6.3382  0.000
26 H 1.3036 -1.0459 6.9665  0.000
27 H 0.4323 0.2823 7.5409  0.000
28 O -3.3948 2.5832 -1.4111  0.000
29 C -4.5997 2.5590 -1.6547  0.000
30 N -5.0720 3.7040 -2.1352  0.000
31 C -5.4939 1.3603 -1.4085  0.000
32 H -6.0799 3.7584 -2.1007  0.000
33 H -4.3992 4.4145 -2.3854  0.000
34 H -5.5314 1.3830 -0.3193  0.000
35 H -5.1330 0.4232 -1.8324  0.000
36 H -6.4465 1.6433 -1.8563  0.000
37 O -1.2643 1.6941 2.1084  0.000
38 C -2.2209 2.3048 2.6322  0.000
39 N -3.2205 2.7143 1.9187  0.000
40 C -2.2728 2.6699 4.2010  0.000
41 H -2.9880 2.7948 0.9392  0.000
42 H -4.0540 3.1311 2.3082  0.000
43 H -2.4175 1.6650 4.5977  0.000
44 H -3.0798 3.3625 4.4398  0.000
45 H -1.3540 3.0724 4.6277  0.000
46 O 5.2946 0.3446 -2.5792  0.736
47 C 4.1011 0.6119 -2.5326  0.072
48 N 3.5553 0.9069 -3.7218  0.126
49 C 3.3217 0.7790 -1.1863  0.046
50 H 4.0622 0.8074 -4.5897  0.001
51 H 2.7137 1.4649 -3.6998  0.005
52 H 2.2352 0.6987 -1.1529  0.007
53 H 3.5737 1.7207 -0.6987  -0.001
54 H 3.6257 0.0273 -0.4578  -0.002
55 N -3.3453 -3.2635 2.2769  0.000
56 C -3.4228 -3.7593 1.0086  0.000
57 C -2.3768 -4.4126 0.4146  0.000
58 C -1.2439 -4.6890 1.1861  0.000
59 C -1.1631 -4.3525 2.5121  0.000
60 C -2.1943 -3.5554 3.0120  0.000
61 H -4.2591 -3.4364 0.4064  0.000
62 H -2.4815 -4.7306 -0.6122  0.000
63 H -0.3838 -5.1722 0.7466  0.000
64 H -0.2579 -4.6303 3.0315  0.000
65 H -1.9956 -3.0255 3.9318  0.000
66 N 3.0910 1.3260 3.2578  0.000
67 C 3.0063 2.1545 4.3410  0.000
68 C 2.1683 3.2999 4.3034  0.000
69 C 1.4513 3.5264 3.1414  0.000
70 C 1.6466 2.7917 1.9828  0.000
71 C 2.4365 1.6565 2.1191  0.001
72 H 3.4965 1.8232 5.2445  0.000
73 H 2.0742 3.7583 5.2768  0.000
74 H 0.6227 4.2102 3.0306  0.000
75 H 1.0031 2.8911 1.1212  0.000
76 H 2.4259 0.8125 1.4454  0.000
77 C -0.3407 -0.8717 0.5598  0.000
78 C -1.2136 -0.2019 -0.4753  0.000
79 O -0.7375 -0.5602 -1.7437  0.000
80 S -0.1099 -2.0903 -1.7445  0.000
81 O 1.2185 -1.9670 -2.3236  0.000
82 O -0.9994 -3.1268 -2.2024  0.000
83 O -0.0245 -2.0930 -0.0791  0.000
84 H -0.9050 -1.0760 1.4697  0.000
85 H 0.5082 -0.2348 0.8086  0.000
86 H -1.0965 0.8813 -0.5096  0.000
87 H -2.2913 -0.3392 -0.3870  0.000
88 C 0.9967 0.0242 -6.0602  0.001
89 C 1.1907 -1.4959 -5.7735  0.000
90 O 1.1657 -2.2156 -6.9746  0.000
91 S 0.8299 -1.2710 -8.2576  0.000
92 O -0.5744 -1.3291 -8.5577  0.000
93 O 1.7290 -1.6287 -9.3755  0.000
94 O 1.3096 0.1151 -7.4455  0.000
95 H 1.7312 0.6399 -5.5411  0.001
96 H -0.0096 0.3346 -5.7786  0.000
97 H 0.3648 -1.8834 -5.1770  0.000
98 H 2.0425 -1.9288 -5.2488  0.000

Output
**Kohn-Sham gap (alpha / beta)**: 8.066 / 3.161 eV
**LUMO level (alpha / beta)**: -3.2 / -8.2 eV
**Electronic energy**: -89987.0559 eV
**⟨S²⟩**: 0.756
**Charge**: +1
**2S+1**: 2

=====

Q: Look up the electronic energy of the first one.
A: -68676.3089 eV

=====

Q: Look up the charge of the second one.
A: +1